DFT (ωB97M-V/def2-TZVPD) results for 2 unconnected molecules or ions with the total composition C5H10O in a non-equilibrium geometry.

Calculated values
Relative energy (zero: lowest compared OMol25 entry of this formula, charge and spin) (eV): 2.845
SMILES: C=CC.CC=O
Electronic energy (eV): -7391.9205
Total charge: 0
HOMO-LUMO gap (eV): 10.33
HOMO (Eh): -0.3461
Max |F| (eV/A): 3.25
Spin multiplicity: 1
M (Da): 86.134

Cartesian coordinates (Å):
1 O 1.7098 -2.5747 -1.0855
2 C 2.7725 -1.9985 -0.8454
3 C -1.7067 1.1110 0.1603
4 C -2.1900 0.3170 -0.8382
5 C 2.7208 -0.4717 -0.2997
6 C -2.3724 1.1304 1.5283
7 H -0.7702 1.6902 -0.1551
8 H 3.6220 0.0785 -0.6782
9 H 3.8653 -2.5444 -0.9424
10 H 1.9033 0.0920 -0.7970
11 H -2.6824 -0.6717 -0.5970
12 H 2.6241 -0.1284 0.7571
13 H -1.6103 0.4022 -1.7962
14 H -1.9651 0.6342 2.3456
15 H -3.3745 0.7385 1.4110
16 H -2.5460 2.1953 1.8324

The computed Mulliken charges, all in e, follow: -0.45 0.18 0.11 -0.71 -0.70 -1.04 0.26 0.28 0.25 0.17 0.26 0.28 0.25 0.31 0.30 0.27